DFT (ωB97M-V with the def2-TZVPD basis set) results for 15 unconnected molecules or ions with the total composition C49H130N9O17 in a non-equilibrium geometry.

Each line ends with the Mulliken charge.
Element x y z (Å)
C 10.635 27.555 25.949  -1.07
C 10.261 28.704 25.318  -0.49
C 4.322 26.100 22.345  -0.15
O 5.401 26.427 21.935  -0.23
C 5.581 27.241 20.754  -0.69
N 8.877 29.199 25.534  -0.38
H 8.847 29.812 26.405  0.27
H 8.729 29.658 24.573  0.38
H 8.149 28.503 25.677  0.32
H 11.165 26.884 25.264  0.20
H 9.925 26.925 26.449  0.30
H 11.617 27.613 26.480  0.22
H 10.948 29.367 24.766  0.25
H 4.156 25.460 23.199  0.30
H 3.515 26.439 21.743  0.23
H 4.837 27.961 20.694  0.42
H 5.668 26.457 20.017  0.32
H 6.486 27.686 20.982  0.25
C 19.873 7.276 14.171  -1.43
C 18.899 7.833 13.097  0.50
C 17.743 8.605 13.720  -1.04
O 16.676 8.925 12.889  -0.02
C 15.919 7.794 12.514  -0.83
N 19.625 8.734 12.145  -0.58
H 18.645 10.361 11.654  0.32
H 20.292 9.257 12.705  0.24
H 20.198 8.167 11.516  0.29
H 20.437 8.158 14.627  0.31
H 20.618 6.637 13.668  0.38
H 19.444 6.629 14.924  0.41
H 18.526 6.986 12.530  0.32
H 18.077 9.674 14.135  0.13
H 17.423 8.014 14.575  0.45
H 15.009 8.111 11.986  0.20
H 15.686 7.185 13.368  0.40
H 16.511 7.180 11.798  0.27
C 8.396 13.610 15.618  -1.32
C 9.788 14.005 15.221  0.39
C 10.502 12.607 14.489  -0.68
O 11.842 12.838 14.315  -0.11
C 12.632 12.167 15.341  -0.86
N 9.822 15.070 14.317  -0.45
H 10.721 15.455 14.175  0.15
H 17.537 15.696 18.327  0.31
H 9.064 15.390 13.816  0.14
H 7.662 13.775 14.801  0.36
H 7.971 14.329 16.333  0.36
H 8.343 12.556 16.022  0.33
H 10.514 14.137 16.024  0.25
H 9.978 12.656 13.504  0.16
H 10.205 11.716 15.131  0.38
H 13.634 12.159 14.832  0.18
H 12.357 11.173 15.625  0.43
H 12.724 12.755 16.260  0.30
C 18.050 15.686 26.106  -1.30
C 17.214 14.474 26.682  -0.01
C 15.829 14.807 27.256  -0.61
O 14.994 15.268 26.148  -0.42
C 14.369 16.541 26.426  -0.73
N 16.738 13.627 25.507  -0.57
H 16.450 12.713 25.878  0.40
H 15.916 14.167 25.087  0.44
H 17.455 13.515 24.787  0.48
H 18.329 16.221 27.013  0.35
H 17.391 16.330 25.471  0.30
H 18.955 15.334 25.501  0.47
H 17.873 13.950 27.334  0.36
H 15.864 15.670 27.932  0.42
H 15.281 14.035 27.751  0.40
H 14.968 17.127 27.114  0.37
H 13.330 16.334 26.816  0.26
H 14.310 17.025 25.468  0.27
C 18.193 17.719 8.963  -1.34
N 18.433 17.294 7.507  0.43
C 17.782 18.296 6.649  -0.99
C 19.904 17.049 7.204  -0.83
C 17.746 15.905 7.102  -1.21
C 18.060 14.718 8.022  -0.14
O 17.423 14.999 9.197  -0.25
H 17.123 17.863 9.227  0.05
H 18.495 18.761 8.968  0.52
H 18.687 17.128 9.659  0.55
H 18.094 19.319 6.810  0.41
H 16.716 18.286 6.906  0.34
H 17.856 18.037 5.603  0.40
H 20.027 16.286 6.514  0.35
H 20.365 16.721 8.157  0.34
H 20.430 18.017 6.952  0.32
H 18.088 15.841 6.117  0.65
H 16.658 16.034 7.213  0.38
H 19.149 14.536 8.092  0.49
H 17.637 13.811 7.559  0.29
H 17.422 14.150 9.734  0.17
C 11.647 24.114 7.014  -0.84
N 12.843 23.151 6.996  -0.11
C 12.450 21.734 7.215  -0.86
C 13.327 23.318 5.593  -1.05
C 13.852 23.578 8.042  -0.62
C 15.202 22.743 8.222  -0.11
O 16.025 22.680 7.061  -0.53
H 11.367 24.240 8.002  0.43
H 10.795 23.708 6.423  0.36
H 12.003 25.060 6.507  0.41
H 12.055 21.427 6.219  0.33
H 11.713 21.924 7.982  0.42
H 13.353 21.119 7.367  0.34
H 12.542 23.218 4.948  0.56
H 14.014 22.531 5.299  0.34
H 13.603 24.404 5.445  0.36
H 13.337 23.524 8.982  0.36
H 13.992 24.625 7.781  0.48
H 14.937 21.755 8.527  -0.08
H 15.692 23.275 9.086  0.38
H 16.832 23.185 7.255  0.35
C 13.075 13.712 11.793  -1.30
N 13.053 13.729 10.326  0.58
C 11.708 13.176 10.010  -0.98
C 13.375 15.115 9.849  -1.04
C 14.037 12.589 9.841  -0.81
C 14.587 12.753 8.426  -0.40
O 13.510 13.105 7.537  -0.53
H 13.056 12.688 12.151  0.53
H 12.236 14.311 12.165  0.43
H 13.929 14.229 12.213  0.36
H 11.415 13.050 8.978  0.24
H 11.004 13.941 10.277  0.45
H 11.531 12.310 10.620  0.43
H 13.255 15.223 8.765  0.33
H 14.435 15.240 10.132  0.36
H 12.695 15.729 10.465  0.48
H 13.573 11.600 9.859  0.30
H 14.947 12.574 10.451  0.64
H 14.952 11.777 8.100  0.73
H 15.326 13.589 8.379  -0.17
H 13.703 12.688 6.713  0.36
C 17.745 23.645 14.681  -1.03
N 17.379 22.153 14.718  0.41
C 18.187 21.623 15.871  -1.05
C 15.847 21.973 15.100  -1.16
C 17.574 21.538 13.416  -0.44
C 16.462 21.481 12.332  -0.59
O 15.260 20.756 12.589  -0.49
H 17.281 24.123 13.900  0.42
H 18.776 23.884 14.699  0.39
H 17.238 24.085 15.571  0.41
H 17.838 20.705 16.312  0.35
H 18.033 22.321 16.698  0.46
H 19.246 21.655 15.609  0.42
H 15.647 20.943 15.130  0.44
H 15.265 22.522 14.390  0.43
H 15.620 22.521 16.053  0.40
H 17.740 20.452 13.646  0.24
H 18.477 21.968 12.882  0.30
H 16.912 21.018 11.473  0.37
H 16.142 22.500 12.029  0.31
H 15.447 19.883 12.216  0.34
C 26.653 12.741 21.262  -0.94
N 26.574 13.922 20.360  -0.02
C 27.833 14.784 20.613  -0.89
C 26.754 13.351 18.908  -1.02
C 25.259 14.719 20.428  -0.48
C 25.268 15.866 21.447  -0.71
O 25.896 16.952 20.761  -0.44
H 27.547 12.129 21.110  0.38
H 25.830 12.092 21.081  0.44
H 26.575 12.975 22.336  0.36
H 28.800 14.207 20.507  0.37
H 27.755 15.260 21.620  0.39
H 27.887 15.573 19.839  0.38
H 26.735 14.173 18.211  0.40
H 25.905 12.726 18.784  0.45
H 27.634 12.736 18.911  0.40
H 24.504 13.990 20.636  0.42
H 25.046 15.159 19.430  0.35
H 25.705 15.711 22.442  0.34
H 24.212 16.086 21.544  0.48
H 25.521 17.748 21.120  0.29
C 26.720 25.487 27.955  -0.67
C 19.943 19.004 13.393  0.92
O 19.769 18.203 12.512  -0.44
O 20.183 19.792 14.267  -0.44
H 27.731 25.873 27.711  0.16
H 26.290 25.789 28.904  0.17
H 26.138 25.055 27.209  0.18
C 18.111 10.146 9.294  -0.98
C 17.780 11.311 10.256  0.59
O 18.245 11.258 11.515  -0.36
O 17.101 12.269 9.816  -0.63
H 18.360 10.471 8.332  0.41
H 17.170 9.489 9.163  0.25
H 18.947 9.501 9.685  0.29
C 13.681 19.391 10.314  -1.46
C 15.179 19.069 9.982  1.13
O 15.834 18.638 10.960  -0.96
O 15.618 19.415 8.882  -0.53
H 12.931 19.561 9.557  0.38
H 13.611 20.237 11.013  0.32
H 13.325 18.573 10.995  0.38
C 20.172 13.956 17.897  -0.85
C 19.234 15.115 17.895  0.39
O 19.584 16.267 17.590  -0.48
O 18.057 14.877 18.322  -0.26
H 20.110 13.723 16.874  0.23
H 19.596 13.187 18.451  0.32
H 21.145 14.125 18.158  0.26

For the HOMO energy, the calculation gives -7.88 eV. For the HOMO-LUMO gap, the calculation gives 0.65 eV. Its total charge is +5. The calculation puts the total energy at -101077.0079 eV.